{"formula": "C16H22N2OS2", "method": "ωB97M-V with the def2-TZVPD basis set", "relative_energy_kcal_mol": 0.70, "e_lumo_ev": 0.687, "smiles": "CCC(C)(C)NC(=O)CCCSc1nc2ccccc2s1", "orbital_gap_ev": 9.0, "elements": ["C", "H", "H", "C", "H", "H", "C", "N", "C", "O", "C", "C", "C", "H", "H", "S", "C", "N", "C", "C", "C", "C", "C", "C", "S", "H", "H", "H", "H", "H", "H", "H", "H", "H", "C", "H", "H", "H", "C", "H", "H", "H", "H"], "coordinates": [[-6.167779, -1.483861, 1.364181], [-6.986780, -1.390560, 0.657007], [-6.461245, -1.024244, 2.304638], [-4.891577, -0.860956, 0.812897], [-4.609948, -1.379559, -0.104276], [-4.085086, -1.000854, 1.538674], [-4.979458, 0.642512, 0.485660], [-3.652941, 1.075036, 0.027195], [-3.012751, 0.617331, -1.068328], [-3.467896, -0.215670, -1.824743], [-1.630174, 1.224465, -1.286322], [-0.582412, 0.111469, -1.357049], [-0.489444, -0.618075, -0.027260], [-1.425119, -1.124116, 0.209586], [-0.210292, 0.057845, 0.780441], [0.765439, -1.940068, -0.057600], [2.200887, -0.986773, 0.046902], [2.228064, 0.290866, 0.142328], [3.505943, 0.765664, 0.217808], [3.869376, 2.103946, 0.325539], [5.209075, 2.425487, 0.391561], [6.189276, 1.437635, 0.351976], [5.850324, 0.101779, 0.244227], [4.509101, -0.227815, 0.177083], [3.773330, -1.802719, 0.037027], [6.606209, -0.666974, 0.212367], [7.230436, 1.717218, 0.405555], [5.504107, 3.460665, 0.475519], [3.101806, 2.860685, 0.355130], [0.391037, 0.539204, -1.601450], [-0.869810, -0.592924, -2.139453], [-1.375341, 1.933860, -0.497811], [-1.646159, 1.752547, -2.241342], [-3.189293, 1.760016, 0.601485], [-6.001008, 0.923943, -0.617929], [-7.004332, 0.684536, -0.279986], [-5.766681, 0.329679, -1.495998], [-5.969477, 1.976613, -0.891442], [-5.306365, 1.469108, 1.728518], [-4.608290, 1.247771, 2.533874], [-6.312073, 1.250295, 2.073145], [-5.254128, 2.531721, 1.498080], [-6.000934, -2.543072, 1.546026]], "atomic_forces_ev_per_a": [[0.21, 0.10, -0.05], [-0.15, -0.02, -0.04], [-0.11, 0.00, 0.11], [-0.16, 0.02, 0.00], [0.08, 0.02, 0.05], [0.06, 0.03, -0.03], [-0.08, -0.19, -0.09], [-0.20, 0.23, 0.44], [0.53, 0.57, 0.12], [-0.12, -0.35, -0.31], [0.00, -0.30, -0.19], [-0.07, 0.12, 0.02], [0.42, -0.18, -0.16], [-0.01, -0.03, 0.08], [-0.11, 0.00, 0.03], [-0.48, -0.24, 0.03], [0.42, -0.14, 0.02], [-0.80, 0.06, 0.01], [1.00, -0.24, 0.02], [-0.02, -0.10, -0.01], [-0.01, 0.11, 0.01], [0.12, -0.06, 0.00], [0.07, -0.02, 0.00], [-0.33, 0.14, 0.00], [-0.30, 0.43, 0.01], [0.13, -0.04, 0.00], [0.09, 0.02, 0.00], [0.03, 0.08, 0.01], [-0.09, 0.09, 0.01], [-0.08, -0.05, -0.02], [0.04, 0.04, 0.00], [0.01, 0.07, 0.00], [-0.06, 0.06, 0.05], [0.08, -0.05, -0.14], [0.11, -0.10, 0.09], [-0.15, -0.01, 0.04], [-0.04, -0.02, -0.08], [-0.03, 0.11, -0.01], [0.08, -0.15, -0.22], [0.08, -0.02, 0.13], [-0.08, -0.01, 0.05], [-0.01, 0.12, -0.01], [-0.06, -0.09, 0.04]], "lowdin_charge": [-0.092, 0.070, 0.067, -0.197, 0.107, 0.115, -0.544, 0.118, -0.511, 0.060, -0.104, -0.256, -0.464, 0.073, 0.080, 0.932, -0.940, 0.039, -0.316, -0.019, -0.091, -0.095, -0.097, -0.473, 1.023, 0.106, 0.101, 0.101, 0.110, 0.099, 0.113, 0.112, 0.125, 0.133, -0.026, 0.078, 0.080, 0.089, -0.036, 0.088, 0.081, 0.086, 0.073]}


{"formula": "C2H6OS2", "method": "ωB97M-V with the def2-TZVPD basis set", "relative_energy_kcal_mol": 13.09, "e_lumo_ev": 0.186, "smiles": "C=CO.SS", "orbital_gap_ev": 9.2, "elements": ["S", "S", "H", "H", "C", "C", "O", "H", "H", "H", "H"], "coordinates": [[-1.925532, -0.389525, 0.648993], [-2.149361, 0.528129, 2.514282], [-3.121049, -0.165660, 0.103150], [-1.585424, 1.674414, 2.155555], [1.679891, 0.031482, -0.059403], [1.214186, -0.003931, -1.313721], [0.379271, -0.964422, -1.778939], [2.458175, 0.760915, 0.135982], [1.611199, -0.795537, 0.634113], [1.413535, 0.807767, -1.998468], [0.025108, -1.483633, -1.041545]], "atomic_forces_ev_per_a": [[0.26, 0.03, 0.53], [-0.14, -0.58, -0.60], [-0.27, 0.16, 0.08], [0.13, 0.38, -0.02], [1.01, 0.08, -0.97], [-0.24, -0.23, 1.57], [-0.30, 0.09, -0.44], [-0.32, 0.15, 0.25], [-0.36, 0.00, 0.04], [-0.03, -0.24, -0.33], [0.28, 0.14, -0.12]], "lowdin_charge": [0.254, 0.255, -0.205, -0.220, -0.022, -0.294, -0.035, 0.046, 0.055, 0.109, 0.057]}


{"formula": "C3H5OP", "method": "ωB97M-V with the def2-TZVPD basis set", "relative_energy_kcal_mol": 29.40, "e_lumo_ev": 0.762, "smiles": "C#C[P@@H](C)=O", "orbital_gap_ev": 10.4, "elements": ["C", "C", "C", "O", "P", "H", "H", "H", "H", "H"], "coordinates": [[-1.468534, -2.184547, 1.192178], [-0.741543, -1.247301, 1.048066], [-0.094775, 1.066796, -0.440610], [0.297253, 0.950692, 2.335863], [0.375705, 0.070163, 0.980034], [-2.103995, -2.895509, 1.494253], [-0.151318, 2.158166, -0.139950], [0.524780, 0.892963, -1.355142], [-1.112514, 0.745736, -0.675243], [1.470089, -0.654637, 1.101916]], "atomic_forces_ev_per_a": [[1.45, 1.90, -0.33], [-0.31, -0.33, -0.55], [0.35, 0.54, -0.96], [0.23, -2.65, -4.53], [-2.19, 4.83, 6.26], [-1.95, -2.35, 0.61], [0.45, -1.41, -0.25], [-0.41, 0.32, 0.77], [0.06, 0.03, -0.03], [2.31, -0.88, -0.98]], "lowdin_charge": [0.106, -0.247, -0.210, -0.483, 0.651, -0.004, 0.079, 0.060, 0.042, 0.005]}